69
Properties=species:S:1:pos:R:3 method="wB97M-V/def2-TZVPD" total_charge=-1 e_tot_ha=-5367.660393 de_lowest_ev=0.347 orbital_gap_ev=6.52 max_force_ev_per_a=0.47
Pt -1.23 -0.62 0.74
C -2.27 -2.88 2.40
N -1.13 -1.95 2.31
C 0.14 -2.69 2.05
C 0.16 -3.15 0.59
N -0.08 -1.99 -0.26
C -0.47 -2.27 -1.57
C 0.23 -1.74 -2.65
F 1.36 -1.03 -2.44
C -0.17 -1.91 -3.96
F 0.54 -1.37 -4.97
C -1.30 -2.67 -4.25
F -1.69 -2.85 -5.52
C -2.01 -3.23 -3.21
F -3.11 -3.96 -3.47
C -1.60 -3.02 -1.91
F -2.36 -3.54 -0.92
C -1.09 -1.06 3.51
C -2.21 -0.02 3.42
N -2.17 0.61 2.10
C -3.32 1.26 1.68
C -4.59 0.69 1.60
F -4.76 -0.60 1.97
C -5.70 1.36 1.12
F -6.89 0.75 1.06
C -5.57 2.66 0.67
F -6.64 3.32 0.19
C -4.33 3.27 0.72
F -4.20 4.54 0.32
C -3.24 2.59 1.23
F -2.08 3.25 1.33
H -2.14 -3.55 3.26
H -2.32 -3.47 1.48
H -3.19 -2.32 2.50
H 0.23 -3.54 2.74
H 0.96 -1.99 2.21
H -0.55 -3.97 0.44
H 1.16 -3.57 0.39
H -0.13 -0.55 3.49
H -1.17 -1.66 4.43
H -2.01 0.72 4.20
H -3.18 -0.48 3.67
Se -1.06 1.00 -1.03
C -2.69 0.98 -1.89
N -3.69 1.02 -2.46
O 2.09 0.49 1.37
S 2.32 0.45 -0.10
C 2.34 2.15 -0.69
C 2.06 2.40 -2.02
C 2.04 3.71 -2.46
C 2.28 4.75 -1.58
C 2.53 4.48 -0.23
C 2.56 3.17 0.22
C 4.09 0.16 -0.32
C 4.61 -0.05 -1.59
C 5.97 -0.29 -1.74
C 6.79 -0.33 -0.61
C 6.25 -0.14 0.65
C 4.89 0.11 0.80
H 1.81 1.58 -2.68
H 1.81 3.93 -3.50
H 2.25 5.78 -1.92
H 2.69 5.30 0.46
H 2.71 2.93 1.26
H 3.96 -0.02 -2.46
H 6.38 -0.45 -2.72
H 7.85 -0.52 -0.73
H 6.89 -0.18 1.52
H 4.43 0.25 1.77

***

61
Properties=species:S:1:pos:R:3 method="wB97M-V/def2-TZVPD" total_charge=+3 e_tot_ha=-3247.327828 de_lowest_ev=0.338 orbital_gap_ev=3.46 max_force_ev_per_a=0.64
Lu -1.97 -2.69 -0.08
C 7.10 7.88 0.19
O 7.41 6.49 0.17
C 6.42 5.60 0.14
C 6.80 4.25 0.11
C 5.84 3.27 0.08
C 4.48 3.60 0.08
C 4.11 4.94 0.10
C 5.06 5.94 0.13
C 3.45 2.58 0.04
N 2.14 2.80 0.02
C 1.58 1.58 0.00
C 2.53 0.57 0.01
N 3.72 1.23 0.04
C 2.19 -0.80 -0.01
C 3.11 -1.87 0.00
C 2.66 -3.17 -0.02
C 1.28 -3.40 -0.04
N 0.38 -2.43 -0.05
C 0.81 -1.12 -0.04
C -0.18 -0.09 -0.06
N -1.50 -0.46 -0.10
C -2.43 0.50 -0.13
C -2.14 1.85 -0.11
C -0.82 2.24 -0.06
C 0.19 1.26 -0.04
H 8.05 8.40 0.21
H 6.52 8.13 1.09
H 6.54 8.17 -0.70
H 7.85 4.02 0.12
H 6.18 2.24 0.06
H 3.06 5.20 0.09
H 4.75 6.97 0.15
H 4.65 0.83 0.05
H 4.17 -1.68 0.02
H 3.34 -4.00 -0.01
H 0.91 -4.42 -0.06
H -3.46 0.16 -0.18
H -2.94 2.58 -0.14
H -0.53 3.28 -0.05
N -5.86 -4.64 -0.08
C -6.54 -3.43 -0.05
C -7.90 -3.15 -0.04
C -8.25 -1.82 -0.01
C -7.28 -0.81 0.01
C -5.93 -1.10 0.00
C -5.55 -2.45 -0.04
N -4.29 -3.08 -0.06
C -4.55 -4.40 -0.08
C -3.53 -5.44 -0.08
C -3.73 -6.78 -0.08
S -2.23 -7.60 -0.08
C -1.42 -6.13 -0.08
N -2.19 -5.06 -0.08
H -6.30 -5.55 -0.09
H -8.64 -3.94 -0.06
H -9.30 -1.55 0.00
H -7.59 0.22 0.04
H -5.21 -0.30 0.03
H -4.65 -7.33 -0.08
H -0.34 -6.09 -0.08

***

66
Properties=species:S:1:pos:R:3 method="wB97M-V/def2-TZVPD" total_charge=+1 spin_multiplicity=2 e_tot_ha=-6186.693425 de_lowest_ev=1.277 orbital_gap_ev="7.53 / 6.34" max_force_ev_per_a=1.46
Cu 0.69 0.04 -1.04
O -5.46 0.56 -5.12
N -4.46 1.22 -4.97
O -4.27 2.33 -5.40
C -3.39 0.59 -4.20
C -3.38 -0.77 -4.18
C -2.38 -1.50 -3.48
C -2.29 -2.90 -3.49
C -1.25 -3.50 -2.82
C -0.32 -2.71 -2.15
N -0.41 -1.40 -2.10
C -1.41 -0.78 -2.75
C -1.46 0.66 -2.72
N -0.54 1.29 -1.98
C -0.44 2.60 -2.03
C -1.32 3.38 -2.78
C -2.33 2.76 -3.49
C -2.42 1.36 -3.48
H -4.14 -1.32 -4.73
H -3.02 -3.48 -4.02
H -1.14 -4.57 -2.82
H 0.52 -3.15 -1.63
H 0.37 3.05 -1.47
H -1.21 4.45 -2.81
H -3.02 3.35 -4.06
C 0.49 4.19 3.81
C 0.06 4.14 2.49
C 0.19 2.97 1.76
C 0.75 1.84 2.35
C 1.15 1.88 3.69
C 1.02 3.06 4.41
As 0.90 0.19 1.33
C 2.36 -0.75 2.11
C 3.52 -0.06 2.47
C 4.65 -0.76 2.87
C 4.63 -2.14 2.90
C 3.48 -2.84 2.56
C 2.35 -2.15 2.16
C -0.70 -0.75 1.94
C -0.73 -1.34 3.20
C -1.88 -1.97 3.64
C -3.01 -2.01 2.83
C -2.98 -1.42 1.58
C -1.83 -0.79 1.13
H 0.40 5.11 4.36
H -0.36 5.02 2.02
H -0.14 2.91 0.73
H 1.57 1.00 4.16
H 1.33 3.09 5.44
H 3.53 1.02 2.41
H 5.54 -0.22 3.14
H 5.52 -2.68 3.17
H 3.46 -3.92 2.59
H 1.46 -2.68 1.85
H 0.15 -1.31 3.83
H -1.90 -2.43 4.61
H -3.91 -2.50 3.17
H -3.86 -1.44 0.94
H -1.78 -0.32 0.15
F 2.10 -1.59 -0.69
Sb 3.39 -0.52 -1.78
F 2.10 0.67 -2.63
F 2.86 -1.71 -3.16
F 4.73 0.50 -2.55
F 4.67 -1.63 -0.97
F 3.17 0.75 -0.31

***

59
Properties=species:S:1:pos:R:3 method="wB97M-V/def2-TZVPD" total_charge=0 spin_multiplicity=2 e_tot_ha=-4795.264498 de_lowest_ev=5.137 orbital_gap_ev="4.55 / 4.50" max_force_ev_per_a=4.14
Ir 0.73 1.06 -0.77
N -2.20 -8.72 0.40
C -1.83 -7.65 0.19
C -1.37 -6.34 -0.06
C -1.49 -5.78 -1.33
C -1.03 -4.50 -1.56
C -0.46 -3.76 -0.53
C -0.34 -4.33 0.74
C -0.77 -5.61 0.97
C -0.07 -2.34 -0.70
C -0.89 -1.40 -0.06
C -2.21 -1.68 0.49
C -2.79 -0.52 0.83
C -1.83 0.58 0.57
N -0.65 -0.10 0.04
C 1.04 -2.00 -1.49
C 1.86 -2.88 -2.25
C 2.81 -2.10 -2.87
C 2.57 -0.78 -2.47
N 1.51 -0.72 -1.65
H -1.98 -6.33 -2.11
H -1.13 -4.05 -2.54
H 0.11 -3.75 1.53
H -0.69 -6.05 1.96
H -2.63 -2.67 0.58
H -3.77 -0.35 1.23
H -1.56 1.10 1.50
H 1.72 -3.94 -2.32
H 3.61 -2.42 -3.51
H 3.14 0.10 -2.71
C 2.07 2.02 4.17
C 2.07 1.69 2.71
S 0.71 2.26 1.85
C 3.11 1.00 2.12
C 4.35 0.65 2.89
S 3.11 0.48 0.50
H 1.05 2.17 4.50
H 2.62 2.95 4.35
H 2.54 1.24 4.76
H 4.84 1.55 3.26
H 5.03 0.11 2.25
H 4.10 0.03 3.75
Br 1.88 3.08 -1.77
C 0.36 4.27 -1.60
C 0.43 5.58 -1.97
C -0.72 6.37 -1.87
C -1.90 5.84 -1.37
C -1.98 4.51 -0.97
C -3.15 3.95 -0.35
C -3.25 2.65 -0.06
C -2.19 1.67 -0.47
C -0.89 2.31 -0.83
C -0.83 3.66 -1.12
H 1.36 6.00 -2.33
H -0.68 7.40 -2.19
H -2.78 6.47 -1.29
H -3.95 4.63 -0.11
H -4.12 2.25 0.42
H -2.57 1.11 -1.35